--- one ---
C3H7NO | wB97M-V/def2-TZVPD

Last columns: bonded neighbours and bond lengths (Å).
Geometry (Å):
1 C -2.062 -0.217 -0.299  N2 1.437, H5 1.094, H6 1.092, H7 1.095
2 N -0.918 0.173 -1.077  C1 1.437, C3 1.201
3 C 0.045 -0.320 -1.598  N2 1.201, O4 1.177
4 O 1.022 -0.687 -2.142  C3 1.177
5 H -2.283 -1.281 -0.418  C1 1.094
6 H -2.928 0.365 -0.623  C1 1.092
7 H -1.886 -0.007 0.761  C1 1.095
8 C 1.805 0.394 1.081  H9 1.091, H10 1.093, H11 1.092, H12 1.092
9 H 0.852 -0.028 0.759  C8 1.091
10 H 1.964 1.344 0.566  C8 1.093
11 H 2.613 -0.296 0.831  C8 1.092
12 H 1.776 0.560 2.160  C8 1.092

Its SMILES is CN=C=O.C. The value obtained for the highest occupied orbital energy is -10.387 eV. For the HOMO-LUMO gap, the calculation gives 11.1 eV.

=====

--- two ---
C3H7NO | wB97M-V/def2-TZVPD

Last columns: bonded neighbours and bond lengths (Å).
Geometry (Å):
1 C -1.188 0.567 0.614  C2 1.531, H6 1.095, H7 1.094, H8 1.094
2 C -0.655 -0.677 -0.102  C1 1.531, N3 1.480, H9 1.096, H10 1.096
3 N 0.785 -0.638 -0.440  C2 1.480, C4 1.357, H11 1.007
4 C 1.700 0.352 -0.284  N3 1.357, O5 1.215, H12 1.111
5 O 1.623 1.317 0.449  C4 1.215
6 H -1.802 0.290 1.477  C1 1.095
7 H -1.788 1.174 -0.072  C1 1.094
8 H -0.335 1.167 0.945  C1 1.094
9 H -1.181 -0.817 -1.053  C2 1.096
10 H -0.833 -1.583 0.489  C2 1.096
11 H 1.086 -1.343 -1.093  N3 1.007
12 H 2.589 0.191 -0.930  C4 1.111

Its SMILES is CCNC=O. The value obtained for the highest occupied orbital energy is -9.656 eV. For the HOMO-LUMO gap, the calculation gives 10.5 eV.

=====

--- three ---
C3H7NO | wB97M-V/def2-TZVPD

Last columns: bonded neighbours and bond lengths (Å).
Geometry (Å):
1 C -1.157 -1.220 0.359  C2 1.552, H6 1.109, H7 1.141, H8 1.074
2 C 0.055 -0.508 -0.300  C1 1.552, N3 1.448, H9 1.080, H10 1.145
3 N 0.083 0.938 -0.235  C2 1.448, C4 1.324, H11 1.006
4 C 1.219 1.583 -0.016  N3 1.324, O5 1.199, H12 1.086
5 O 1.541 2.736 0.055  C4 1.199
6 H -1.059 -2.311 0.188  C1 1.109
7 H -2.076 -0.859 -0.214  C1 1.141
8 H -1.191 -1.060 1.421  C1 1.074
9 H 1.023 -0.787 0.089  C2 1.080
10 H 0.219 -0.993 -1.325  C2 1.145
11 H -0.669 1.606 -0.234  N3 1.006
12 H 2.011 0.875 0.212  C4 1.086

Its SMILES is CCNC=O. The value obtained for the highest occupied orbital energy is -9.760 eV. For the HOMO-LUMO gap, the calculation gives 10.7 eV.

=====

--- four ---
C3H7NO | wB97M-V/def2-TZVPD

Last columns: bonded neighbours and bond lengths (Å).
Geometry (Å):
1 O -2.087 0.390 -0.004  C2 1.385, H6 0.979
2 C -1.115 -0.514 -0.396  O1 1.385, C3 1.565, H7 1.133, H8 1.104
3 C 0.214 -0.155 0.349  C2 1.565, C4 1.487, N5 1.491, H9 1.066
4 C 1.189 0.791 -0.255  C3 1.487, N5 1.453, H10 1.091, H11 1.063
5 N 1.529 -0.619 -0.178  C3 1.491, C4 1.453, H12 1.045
6 H -2.322 0.063 0.888  O1 0.979
7 H -1.009 -0.353 -1.512  C2 1.133
8 H -1.369 -1.562 -0.156  C2 1.104
9 H 0.133 0.037 1.395  C3 1.066
10 H 1.694 1.460 0.442  C4 1.091
11 H 0.952 1.239 -1.189  C4 1.063
12 H 2.192 -0.776 0.615  N5 1.045

Its SMILES is OC[C@@H]1CN1. The value obtained for the highest occupied orbital energy is -9.636 eV. For the HOMO-LUMO gap, the calculation gives 10.6 eV.

=====

It is two that is the most stable of them.

=====

--- one ---
C4H12 | wB97M-V/def2-TZVPD

Last columns: bonded neighbours and bond lengths (Å).
Geometry (Å):
1 C -0.235 -1.627 -0.595  C2 1.557, H3 1.096, H4 1.091, H5 1.079
2 C 0.035 -3.026 0.034  C1 1.557, H6 1.091, H7 1.091, H8 1.103
3 H 0.565 -1.446 -1.323  C1 1.096
4 H -1.094 -1.717 -1.260  C1 1.091
5 H -0.438 -0.905 0.181  C1 1.079
6 H -0.842 -3.675 0.054  C2 1.091
7 H 0.871 -3.554 -0.428  C2 1.091
8 H 0.369 -2.819 1.065  C2 1.103
9 C 0.677 2.796 0.556  C10 1.535, H11 1.084, H12 1.103, H13 1.091
10 C -0.455 1.882 0.067  C9 1.535, H14 1.091, H15 1.077, H16 1.100
11 H 1.635 2.288 0.565  C9 1.084
12 H 0.728 3.664 -0.124  C9 1.103
13 H 0.382 3.295 1.479  C9 1.091
14 H -1.471 2.248 0.215  C10 1.091
15 H -0.357 0.913 0.527  C10 1.077
16 H -0.373 1.682 -1.012  C10 1.100

The multiplicity is 2. Its charge is -1. The value obtained for the highest occupied orbital energy (alpha / beta) is 1.580 / -7.761 eV. Its expectation value of S² is 0.750. For the HOMO-LUMO gap (alpha / beta), the calculation gives 2.7 / 12.3 eV.

=====

--- two ---
C4H12 | wB97M-V/def2-TZVPD

Last columns: bonded neighbours and bond lengths (Å).
Geometry (Å):
1 C 0.706 0.969 1.536  C2 1.552, H3 1.147, H4 1.070, H5 1.050
2 C 1.903 1.265 0.595  C1 1.552, H6 1.123, H7 1.121, H8 1.077
3 H 0.239 1.926 1.962  C1 1.147
4 H 0.041 0.447 0.879  C1 1.070
5 H 0.969 0.427 2.396  C1 1.050
6 H 2.793 0.614 0.813  C2 1.123
7 H 1.553 1.228 -0.469  C2 1.121
8 H 2.310 2.259 0.681  C2 1.077
9 C -0.761 -0.788 -1.386  C10 1.544, H11 1.137, H12 1.054, H13 1.111
10 C -1.939 -1.519 -0.707  C9 1.544, H14 1.133, H15 1.082, H16 1.152
11 H -1.050 -0.110 -2.251  C9 1.137
12 H -0.248 -0.141 -0.731  C9 1.054
13 H -0.004 -1.523 -1.733  C9 1.111
14 H -1.474 -2.388 -0.149  C10 1.133
15 H -2.642 -1.967 -1.397  C10 1.082
16 H -2.397 -0.699 -0.039  C10 1.152

The multiplicity is 2. Its charge is -1. The value obtained for the highest occupied orbital energy (alpha / beta) is 1.582 / -7.673 eV. Its expectation value of S² is 0.750. For the HOMO-LUMO gap (alpha / beta), the calculation gives 2.7 / 12.1 eV.

=====

--- three ---
C4H12 | wB97M-V/def2-TZVPD

Last columns: bonded neighbours and bond lengths (Å).
Geometry (Å):
1 C -0.391 -2.427 -0.609  C2 1.556, H3 1.088, H4 1.122, H5 1.072
2 C -1.437 -1.317 -0.915  C1 1.556, H6 1.078, H7 1.103, H8 1.077
3 H 0.571 -1.965 -0.822  C1 1.088
4 H -0.452 -2.740 0.467  C1 1.122
5 H -0.684 -3.358 -1.052  C1 1.072
6 H -2.372 -1.510 -0.415  C2 1.078
7 H -1.651 -1.198 -1.991  C2 1.103
8 H -0.984 -0.415 -0.539  C2 1.077
9 C 0.640 2.368 0.199  C10 1.562, H11 1.107, H12 1.099, H13 1.094
10 C 1.185 1.392 1.290  C9 1.562, H14 1.105, H15 1.087, H16 1.104
11 H 1.308 2.169 -0.662  C9 1.107
12 H -0.315 1.945 -0.143  C9 1.099
13 H 0.749 3.419 0.481  C9 1.094
14 H 0.415 0.662 1.601  C10 1.105
15 H 1.362 1.867 2.251  C10 1.087
16 H 2.159 0.945 1.028  C10 1.104

The multiplicity is 2. Its charge is -1. The value obtained for the highest occupied orbital energy (alpha / beta) is 1.558 / -7.797 eV. Its expectation value of S² is 0.750. For the HOMO-LUMO gap (alpha / beta), the calculation gives 2.8 / 12.3 eV.

=====

It is one that is the most stable of them.

=====

--- one ---
C4H12 | wB97M-V/def2-TZVPD

Last columns: bonded neighbours and bond lengths (Å).
Geometry (Å):
1 C -0.896 1.518 -0.513  C2 1.526, H3 1.066, H4 1.080, H5 1.114
2 C -2.175 0.738 -0.225  C1 1.526, H6 1.116, H7 1.100, H8 1.149
3 H -0.990 2.569 -0.665  C1 1.066
4 H -0.068 1.376 0.166  C1 1.080
5 H -0.369 1.033 -1.366  C1 1.114
6 H -1.969 -0.319 0.072  C2 1.116
7 H -2.803 1.371 0.420  C2 1.100
8 H -2.870 0.558 -1.122  C2 1.149
9 C 1.736 -0.675 0.956  C10 1.492, H11 1.185, H12 1.114, H13 1.151
10 C 1.319 -1.569 -0.164  C9 1.492, H14 1.180, H15 1.088, H16 1.113
11 H 1.861 -1.302 1.954  C9 1.185
12 H 2.830 -0.496 1.069  C9 1.114
13 H 1.035 0.220 1.136  C9 1.151
14 H 1.201 -0.978 -1.179  C10 1.180
15 H 2.011 -2.322 -0.536  C10 1.088
16 H 0.230 -1.780 -0.266  C10 1.113

The multiplicity is 2. Its charge is -1. The value obtained for the highest occupied orbital energy (alpha / beta) is 1.500 / -6.329 eV. Its expectation value of S² is 0.750. For the HOMO-LUMO gap (alpha / beta), the calculation gives 2.9 / 10.7 eV.

=====

--- two ---
C4H12 | wB97M-V/def2-TZVPD

Last columns: bonded neighbours and bond lengths (Å).
Geometry (Å):
1 C 2.601 -0.913 -1.995  C2 1.566, H3 1.091, H4 1.088, H5 1.101
2 C 1.168 -0.818 -1.371  C1 1.566, H6 1.078, H7 1.091, H8 1.091
3 H 3.242 -0.084 -1.694  C1 1.091
4 H 2.912 -1.943 -1.840  C1 1.088
5 H 2.467 -0.665 -3.059  C1 1.101
6 H 0.442 -1.316 -1.994  C2 1.078
7 H 0.899 0.234 -1.479  C2 1.091
8 H 1.221 -1.146 -0.332  C2 1.091
9 C -1.549 1.556 1.816  C10 1.549, H11 1.091, H12 1.090, H13 1.085
10 C -2.175 0.162 1.563  C9 1.549, H14 1.085, H15 1.087, H16 1.099
11 H -0.507 1.543 2.141  C9 1.091
12 H -1.625 2.196 0.937  C9 1.090
13 H -2.155 1.886 2.652  C9 1.085
14 H -1.774 -0.296 0.664  C10 1.085
15 H -2.089 -0.526 2.399  C10 1.087
16 H -3.272 0.239 1.544  C10 1.099

The multiplicity is 2. Its charge is -1. The value obtained for the highest occupied orbital energy (alpha / beta) is 1.535 / -7.748 eV. Its expectation value of S² is 0.750. For the HOMO-LUMO gap (alpha / beta), the calculation gives 2.7 / 12.1 eV.

=====

It is two that is the most stable of them.

=====

--- one ---
C4H12 | wB97M-V/def2-TZVPD

Last columns: bonded neighbours and bond lengths (Å).
Geometry (Å):
1 C -1.927 -0.247 1.659  C2 1.545, H3 1.089, H4 1.090, H5 1.090
2 C -1.682 -1.234 0.496  C1 1.545, H6 1.064, H7 1.092, H8 1.089
3 H -1.638 -0.715 2.600  C1 1.089
4 H -1.355 0.677 1.573  C1 1.090
5 H -2.988 0.002 1.677  C1 1.090
6 H -2.099 -0.809 -0.386  C2 1.064
7 H -0.609 -1.317 0.315  C2 1.092
8 H -2.005 -2.231 0.793  C2 1.089
9 C 2.012 0.937 -1.775  C10 1.545, H11 1.093, H12 1.090, H13 1.101
10 C 1.509 0.595 -0.355  C9 1.545, H14 1.092, H15 1.087, H16 1.087
11 H 1.316 0.477 -2.482  C9 1.093
12 H 2.288 1.954 -2.054  C9 1.090
13 H 2.972 0.422 -1.933  C9 1.101
14 H 1.693 -0.479 -0.282  C10 1.092
15 H 0.447 0.768 -0.205  C10 1.087
16 H 2.065 1.201 0.357  C10 1.087

The multiplicity is 2. Its charge is -1. The value obtained for the highest occupied orbital energy (alpha / beta) is 1.560 / -7.693 eV. Its expectation value of S² is 0.750. For the HOMO-LUMO gap (alpha / beta), the calculation gives 2.8 / 12.2 eV.

=====

--- two ---
C4H12 | wB97M-V/def2-TZVPD

Last columns: bonded neighbours and bond lengths (Å).
Geometry (Å):
1 C 1.335 0.717 -1.077  C2 1.536, H3 1.095, H4 1.090, H5 1.090
2 C 0.539 1.179 -2.308  C1 1.536, H6 1.092, H7 1.080, H8 1.099
3 H 2.169 1.400 -0.888  C1 1.095
4 H 0.704 0.810 -0.193  C1 1.090
5 H 1.754 -0.286 -1.161  C1 1.090
6 H 0.360 0.330 -2.972  C2 1.092
7 H 0.944 2.054 -2.793  C2 1.080
8 H -0.458 1.554 -2.040  C2 1.099
9 C -1.325 -1.359 1.141  C10 1.565, H11 1.089, H12 1.086, H13 1.086
10 C -0.419 -0.604 2.170  C9 1.565, H14 1.077, H15 1.097, H16 1.099
11 H -1.149 -0.880 0.179  C9 1.089
12 H -1.172 -2.434 1.182  C9 1.086
13 H -2.361 -1.121 1.364  C9 1.086
14 H 0.453 -0.156 1.726  C10 1.077
15 H -1.033 0.139 2.694  C10 1.097
16 H -0.341 -1.344 2.978  C10 1.099

The multiplicity is 2. Its charge is -1. The value obtained for the highest occupied orbital energy (alpha / beta) is 1.589 / -7.621 eV. Its expectation value of S² is 0.750. For the HOMO-LUMO gap (alpha / beta), the calculation gives 2.8 / 12.2 eV.

=====

--- three ---
C4H12 | wB97M-V/def2-TZVPD

Last columns: bonded neighbours and bond lengths (Å).
Geometry (Å):
1 C -0.099 2.332 0.535  C2 1.530, H3 1.098, H4 1.093, H5 1.083
2 C 1.097 1.748 1.289  C1 1.530, H6 1.081, H7 1.083, H8 1.087
3 H -0.611 1.567 -0.063  C1 1.098
4 H -0.888 2.638 1.227  C1 1.093
5 H 0.100 3.172 -0.119  C1 1.083
6 H 1.645 2.562 1.741  C2 1.081
7 H 1.741 1.161 0.646  C2 1.083
8 H 0.728 1.071 2.055  C2 1.087
9 C 0.290 -1.840 -0.978  C10 1.516, H11 1.091, H12 1.089, H13 1.087
10 C -1.166 -2.243 -0.856  C9 1.516, H14 1.084, H15 1.093, H16 1.105
11 H 0.852 -1.988 -0.056  C9 1.091
12 H 0.787 -2.419 -1.756  C9 1.089
13 H 0.318 -0.778 -1.204  C9 1.087
14 H -1.361 -3.303 -0.737  C10 1.084
15 H -1.769 -1.937 -1.715  C10 1.093
16 H -1.665 -1.743 -0.007  C10 1.105

The multiplicity is 2. Its charge is -1. The value obtained for the highest occupied orbital energy (alpha / beta) is 1.565 / -7.872 eV. Its expectation value of S² is 0.750. For the HOMO-LUMO gap (alpha / beta), the calculation gives 2.8 / 12.4 eV.

=====

It is three that is the most stable of them.